# 1
Density functional theory data (ωB97M-V/def2-TZVPD) for an isolated molecule of C5H4O3 at a distorted geometry.

Geometry as XYZ:
```
12
C5H4O3 ωB97M-V/def2-TZVPD
O -1.40 -0.33 1.64
C -0.37 -0.18 0.88
C 1.04 -0.16 1.24
C 1.91 0.01 0.24
O 1.58 0.23 -1.03
C 0.24 0.29 -1.43
C -0.72 0.05 -0.57
O -2.02 0.07 -0.89
H 1.33 -0.22 2.32
H 2.99 0.17 0.32
H 0.19 0.45 -2.52
H -2.38 -0.22 0.00
```

electronic energy	-418.6094	a.u.
charge	0
frontier orbital gap	0.3491	hartree

natural (NBO) charges in e: -0.6294, 0.4434, -0.3984, 0.2246, -0.4211, 0.0686, 0.1675, -0.6471, 0.2569, 0.2069, 0.2168, 0.5114

# 2
Density functional theory data (ωB97M-V/def2-TZVPD) for a cluster of 2 separate species, C49H48N3Si in total at a distorted geometry.

Geometry as XYZ:
```
101
C49H48N3Si ωB97M-V/def2-TZVPD
C -4.13 -1.62 -5.29
N -4.09 -1.83 -3.85
C -5.00 -2.78 -3.34
C -5.18 -3.99 -4.06
C -6.15 -4.89 -3.63
C -7.00 -4.58 -2.57
C -6.90 -3.34 -1.93
C -5.86 -2.46 -2.28
C -3.16 -1.17 -3.07
C -3.13 -1.23 -1.64
C -2.06 -0.74 -0.92
C -0.85 -0.37 -1.59
C 0.42 -0.32 -0.96
C 1.59 -0.74 -1.65
C 2.89 -0.23 -1.34
C 3.97 -0.48 -2.17
C 3.83 -1.26 -3.35
N 4.94 -1.62 -4.18
C 4.67 -1.53 -5.62
C 5.80 -2.63 -3.72
C 6.62 -3.37 -4.60
C 7.16 -4.59 -4.16
C 6.91 -5.03 -2.85
C 6.24 -4.20 -1.94
C 5.76 -2.97 -2.36
C 2.57 -1.81 -3.63
C 1.52 -1.66 -2.75
C -0.97 -0.15 -3.01
C -2.11 -0.48 -3.72
H -4.38 -0.58 -5.55
H -3.20 -1.90 -5.78
H -4.93 -2.26 -5.69
H -4.54 -4.17 -4.93
H -6.21 -5.86 -4.15
H -7.76 -5.29 -2.26
H -7.60 -3.06 -1.15
H -5.73 -1.52 -1.75
H -3.95 -1.70 -1.09
H -2.08 -0.71 0.17
H 0.52 0.07 0.05
H 3.01 0.41 -0.46
H 4.95 -0.06 -1.92
H 5.60 -1.70 -6.17
H 3.90 -2.25 -5.94
H 4.30 -0.52 -5.85
H 6.85 -3.01 -5.61
H 7.76 -5.19 -4.83
H 7.24 -6.01 -2.51
H 6.08 -4.50 -0.90
H 5.30 -2.30 -1.65
H 2.44 -2.40 -4.55
H 0.60 -2.21 -2.93
H -0.13 0.24 -3.58
H -2.14 -0.32 -4.79
C 1.53 4.76 0.12
C 1.19 5.51 1.25
C 0.49 4.91 2.31
C 0.25 3.53 2.29
Si -0.44 2.59 3.71
C -0.52 3.67 5.21
C -1.74 3.98 5.81
C -1.81 4.92 6.85
C -0.65 5.56 7.29
C 0.59 5.20 6.74
C 0.66 4.26 5.70
C -2.18 2.04 3.38
C -2.91 2.39 2.24
C -4.16 1.80 2.02
C -4.69 0.91 2.96
C -3.99 0.62 4.14
C -2.73 1.18 4.34
C 0.48 0.95 3.94
C 1.82 1.09 4.68
C 2.69 -0.06 4.14
C 1.93 -0.65 2.93
N 0.74 0.18 2.74
C 0.61 2.79 1.16
C 1.16 3.41 0.04
H 2.08 5.22 -0.71
H 1.48 6.56 1.30
H 0.15 5.50 3.16
H -2.65 3.50 5.45
H -2.77 5.17 7.31
H -0.70 6.32 8.07
H 1.50 5.68 7.11
H 1.62 4.00 5.26
H -2.49 3.13 1.55
H -4.72 2.03 1.12
H -5.66 0.44 2.78
H -4.42 -0.05 4.89
H -2.16 0.96 5.25
H -0.22 0.42 4.61
H 2.26 2.09 4.49
H 1.67 1.02 5.76
H 3.68 0.31 3.84
H 2.85 -0.82 4.91
H 2.57 -0.66 2.04
H 1.66 -1.70 3.14
H -0.07 -0.32 2.35
H 0.50 1.70 1.21
H 1.31 2.85 -0.89
```

electronic energy	-2349.4823	a.u.
charge	+1
frontier orbital gap	0.1901	hartree

Here are the Mulliken charges for atoms 1 to 99, given in e: -1.3815, 0.2842, 0.4382, -0.3395, -0.7377, -0.3736, -0.8249, -0.2333, 1.6091, -0.8188, -1.0908, -0.0436, 0.6036, -0.3512, 0.0956, -0.7601, -0.3486, 0.1405, -1.0091, 1.1722, -0.5967, -0.6083, -0.5163, -0.5828, -0.3136, -0.0567, -1.2642, -0.7481, -0.7306, 0.3549, 0.4278, 0.4968, 0.4983, 0.3628, 0.3683, 0.3808, 0.5105, 0.4230, 0.3958, 0.2397, 0.4711, 0.5718, 0.3988, 0.3461, 0.2992, 0.2291, 0.3888, 0.3616, 0.3777, 0.4302, 0.2672, 0.6065, 0.6078, 0.4433, -0.6038, -0.7104, -0.5865, 0.2550, -0.1659, 0.6659, -0.2591, -0.7192, -0.5106, -0.7495, -0.2514, 0.5612, -0.4646, -0.6732, -0.5765, -0.8120, -0.1247, 0.3368, -0.4022, -0.7973, -0.4998, -0.1363, 0.6316, -0.4144, 0.3823, 0.3828, 0.4486, 0.2953, 0.3910, 0.3768, 0.3989, 0.2018, 0.4072, 0.4533, 0.4118, 0.4075, 0.4098, 0.2840, 0.0217, 0.3389, 0.2884, 0.2580, 0.0792, 0.4309, 0.1655

# 3
Density functional theory data (ωB97M-V/def2-TZVPD) for a structure of composition C4H4N2O2 at a distorted geometry.

Geometry as XYZ:
```
12
C4H4N2O2 ωB97M-V/def2-TZVPD
C 0.49 -0.92 0.52
C -0.36 0.16 0.56
C -1.33 1.29 0.97
C -0.38 0.74 -0.67
H 1.63 -2.37 -1.46
H 0.95 -1.63 1.23
H -2.34 0.96 1.30
H -0.82 2.01 1.62
N 1.09 -0.71 -0.72
N 0.44 0.18 -1.51
O 1.97 -1.47 -1.43
O -1.35 1.75 -0.43
```

electronic energy	-414.6289	a.u.
charge	0
frontier orbital gap	0.3535	hartree

natural (NBO) charges in e: -0.0834, -0.2214, -0.0503, 0.4096, 0.4694, 0.2367, 0.2030, 0.2042, 0.0943, -0.2889, -0.4959, -0.4772

# 4
Density functional theory data (ωB97M-V/def2-TZVPD) for a cluster of 2 separate species, C3H11N4 in total at a distorted geometry.

Geometry as XYZ:
```
18
C3H11N4 ωB97M-V/def2-TZVPD
N -0.26 2.82 0.29
C -0.28 2.20 -0.94
N 0.58 1.17 -1.18
H 0.33 2.47 1.02
H -1.02 3.39 0.59
H -0.94 2.52 -1.73
H 0.75 0.89 -2.13
H 0.75 0.44 -0.49
C -0.39 -0.70 1.65
N -0.56 -2.36 -0.73
C 0.55 -2.14 0.06
N 0.77 -1.10 0.79
H -0.80 0.21 1.20
H 0.02 -0.38 2.61
H -1.19 -1.43 1.82
H -0.85 -3.33 -0.77
H -1.33 -1.75 -0.48
H 1.19 -3.02 0.14
```

electronic energy	-339.8058	a.u.
2S+1	2
charge	0
frontier orbital gap (alpha / beta)	0.1907 / 0.3417	hartree

natural (NBO) charges in e: -0.8511, 0.0182, -0.8659, 0.3805, 0.3835, 0.1587, 0.3817, 0.3906, -0.4556, -0.7985, 0.3375, -0.5834, 0.1946, 0.2081, 0.1803, 0.3786, 0.3834, 0.1589